Here is 14 unconnected molecules or ions with the total composition C48H130N6O20 in a non-equilibrium geometry from the OMol25 dataset. Energies are from wB97M-V/def2-TZVPD.

XYZ file:
```
204
Properties=species:S:1:pos:R:3:lowdin_charge:R:1
C 24.418 7.886 19.762 -0.153
O 23.335 7.751 18.877 -0.137
H 25.351 7.629 19.261 0.068
H 24.468 8.902 20.154 0.066
H 24.225 7.182 20.571 0.082
H 23.171 6.830 18.661 0.086
C 21.777 15.769 12.350 -0.154
O 21.004 16.379 13.347 -0.132
H 22.773 15.495 12.698 0.074
H 21.333 14.902 11.860 0.073
H 21.827 16.588 11.632 0.093
H 21.514 17.118 13.687 0.086
C 22.897 11.647 21.154 -0.175
O 22.062 11.787 22.256 -0.125
H 23.647 12.434 21.070 0.088
H 23.336 10.649 21.186 0.059
H 22.435 11.726 20.170 0.060
H 21.334 11.175 22.126 0.018
C 20.066 12.416 9.907 -0.190
O 20.868 11.291 9.860 -0.139
H 19.519 12.452 10.849 0.069
H 20.747 13.266 9.950 0.062
H 19.479 12.449 8.989 0.084
H 21.618 11.470 10.432 0.010
C 17.529 12.927 15.579 -0.094
O 18.952 12.868 15.704 -0.212
C 19.538 12.931 14.409 -0.204
C 21.013 13.154 14.640 -0.178
N 21.817 11.934 14.599 -0.039
C 21.542 11.042 15.709 -0.181
C 21.940 11.606 17.099 -0.175
O 23.331 11.905 17.268 -0.187
C 24.206 10.855 16.772 -0.061
H 17.056 12.080 15.083 0.085
H 17.193 13.874 15.158 0.076
H 17.223 12.877 16.624 0.082
H 19.123 13.752 13.824 0.111
H 19.291 12.059 13.804 0.127
H 21.078 13.703 15.579 0.099
H 21.418 13.857 13.912 0.087
H 22.742 12.338 14.650 0.062
H 21.920 10.037 15.524 0.107
H 20.483 10.787 15.672 0.105
H 21.717 10.798 17.796 0.088
H 21.352 12.474 17.398 0.104
H 24.019 9.929 17.316 0.082
H 25.221 11.219 16.929 0.063
H 24.070 10.592 15.723 0.075
C 11.617 8.898 15.889 -0.108
O 12.380 9.562 14.921 -0.210
C 11.547 10.053 13.921 -0.241
C 12.385 10.856 12.903 -0.170
N 13.441 11.702 13.525 -0.043
C 12.906 12.830 14.323 -0.200
C 14.005 13.470 15.162 -0.211
O 14.717 12.567 16.011 -0.215
C 13.996 12.220 17.203 -0.067
H 12.266 8.225 16.449 0.076
H 10.782 8.328 15.482 0.096
H 11.327 9.600 16.671 0.089
H 10.765 10.650 14.391 0.118
H 11.161 9.222 13.332 0.123
H 11.799 11.394 12.158 0.117
H 12.923 10.111 12.317 0.107
H 13.899 11.113 14.206 0.047
H 12.109 12.458 14.967 0.097
H 12.345 13.563 13.743 0.122
H 13.524 14.323 15.642 0.117
H 14.731 13.998 14.544 0.113
H 14.555 11.616 17.918 0.083
H 13.158 11.609 16.867 0.069
H 13.664 13.126 17.709 0.090
C 27.509 9.821 18.110 -0.112
O 27.658 10.314 16.788 -0.210
C 28.100 11.685 16.693 -0.210
C 28.309 12.104 15.245 -0.198
N 29.323 11.276 14.535 -0.028
C 30.743 11.624 14.861 -0.192
C 31.159 13.101 14.700 -0.187
O 30.590 13.901 15.781 -0.228
C 31.219 15.157 15.983 -0.111
H 27.360 8.745 18.025 0.083
H 26.706 10.310 18.662 0.079
H 28.431 9.928 18.683 0.085
H 29.035 11.822 17.236 0.116
H 27.309 12.289 17.136 0.113
H 28.391 13.186 15.135 0.114
H 27.325 11.938 14.807 0.090
H 29.176 10.361 14.938 0.086
H 31.411 11.057 14.212 0.111
H 31.002 11.385 15.893 0.109
H 30.786 13.514 13.763 0.123
H 32.248 13.081 14.738 0.115
H 31.144 15.798 15.105 0.081
H 32.296 15.080 16.131 0.080
H 30.710 15.594 16.842 0.090
C 20.137 13.798 20.440 -0.108
O 20.393 14.823 19.542 -0.176
C 19.632 14.750 18.359 -0.198
C 20.264 15.651 17.255 -0.175
N 20.014 17.081 17.464 -0.054
C 20.690 17.909 16.464 -0.215
C 20.873 19.357 16.953 -0.167
O 21.616 19.506 18.181 -0.189
C 22.951 19.106 18.159 -0.121
H 19.129 13.960 20.824 0.095
H 20.829 13.760 21.280 0.084
H 20.242 12.867 19.882 0.072
H 18.601 15.086 18.468 0.118
H 19.633 13.735 17.962 0.090
H 19.873 15.324 16.292 0.099
H 21.336 15.462 17.296 0.116
H 20.460 17.301 18.343 0.117
H 20.018 17.920 15.607 0.112
H 21.612 17.467 16.088 0.095
H 19.855 19.716 17.103 0.127
H 21.349 19.913 16.145 0.119
H 23.116 18.204 17.570 0.077
H 23.380 19.129 19.161 0.095
H 23.486 19.862 17.583 0.081
C 24.654 13.993 15.159 -0.089
O 23.959 13.615 13.986 -0.242
C 24.754 12.895 13.007 -0.165
C 24.004 12.609 11.704 -0.137
N 22.934 11.592 11.862 -0.051
C 23.377 10.247 12.198 -0.196
C 23.973 9.480 11.031 -0.189
O 25.332 9.879 10.710 -0.204
C 25.862 9.038 9.709 -0.122
H 25.373 14.789 14.958 0.086
H 25.317 13.207 15.521 0.062
H 24.001 14.347 15.956 0.094
H 25.094 12.023 13.567 0.104
H 25.664 13.437 12.749 0.124
H 24.721 12.276 10.954 0.115
H 23.525 13.520 11.344 0.107
H 22.412 11.871 12.680 0.061
H 22.511 9.674 12.530 0.104
H 24.058 10.164 13.045 0.109
H 23.379 9.537 10.118 0.124
H 24.008 8.436 11.342 0.116
H 26.884 9.400 9.600 0.090
H 25.318 8.977 8.766 0.088
H 25.901 8.029 10.121 0.081
C 18.196 9.765 25.528 -0.115
O 18.754 9.315 24.320 -0.213
C 20.137 9.557 24.138 -0.190
C 20.556 8.836 22.797 -0.182
N 20.150 9.556 21.572 -0.049
C 20.562 8.742 20.384 -0.178
C 19.922 9.207 19.071 -0.213
O 18.525 8.995 18.984 -0.187
C 17.805 9.595 17.913 -0.075
H 18.326 10.820 25.769 0.089
H 18.598 9.109 26.299 0.084
H 17.137 9.513 25.476 0.087
H 20.678 9.100 24.966 0.120
H 20.281 10.634 24.051 0.116
H 20.189 7.811 22.841 0.118
H 21.644 8.905 22.812 0.112
H 19.140 9.572 21.540 0.109
H 20.407 7.668 20.494 0.116
H 21.647 8.824 20.322 0.090
H 20.418 8.787 18.197 0.121
H 20.087 10.285 19.092 0.096
H 18.195 10.608 17.810 0.082
H 16.724 9.642 18.046 0.077
H 17.925 9.011 17.001 0.071
C 15.518 8.835 14.323 -0.042
C 15.166 8.031 15.578 -0.290
O 16.276 7.216 15.909 -0.091
H 16.475 9.349 14.420 0.078
H 14.811 9.627 14.074 0.040
H 15.484 8.190 13.445 0.092
H 14.259 7.433 15.489 0.102
H 14.943 8.631 16.460 0.100
H 16.095 6.894 16.795 0.100
C 17.335 15.911 11.384 -0.084
C 18.515 16.687 10.915 -0.365
O 18.756 17.490 11.988 -0.081
H 17.503 15.512 12.385 0.072
H 17.199 15.149 10.617 0.070
H 16.445 16.534 11.287 0.080
H 18.359 17.178 9.954 0.116
H 19.414 16.080 10.811 0.095
H 19.564 17.201 12.418 0.033
C 16.842 16.894 15.813 -0.077
C 16.410 16.989 17.261 -0.363
O 17.235 17.855 17.923 -0.077
H 17.871 16.537 15.753 0.054
H 16.866 17.861 15.309 0.080
H 16.102 16.298 15.281 0.060
H 16.438 15.983 17.680 0.095
H 15.392 17.364 17.369 0.113
H 18.137 17.531 17.872 0.027
C 20.421 7.555 13.284 -0.082
C 19.264 7.703 14.329 -0.289
O 18.084 7.131 13.747 -0.091
H 21.424 7.649 13.701 0.056
H 20.350 8.351 12.544 0.061
H 20.352 6.638 12.700 0.070
H 19.178 8.784 14.441 0.089
H 19.533 7.214 15.266 0.103
H 17.329 7.315 14.311 0.005
```

Summary:
* charge: 0
* E_LUMO: 0.40 eV
* HOMO level: -8.678 eV
* ΔE to the lowest compared entry with this formula, charge and spin: 0.0 kcal per mole
* spin multiplicity: 1
* DFT total energy: -3739.69297 Ha
* orbital gap: 9.0771 eV